Molecular formula: C21H27ClN2O5
Method: DFT, ωB97M-V with the def2-TZVPD basis set

## Properties
HOMO energy	-9.232	eV
orbital gap	9.80	eV
SMILES	COc1c(C)cc(C(=O)NCCCOCCNC(=O)C#C[C@H]2CCOC2)cc1Cl

ORCA input file:
```
! RIJCOSX wB97M-V def2-TZVPD def2/J DEFGRID3
* xyz 0 1
Cl 5.505 -2.707 -2.169
O -2.218 -1.151 -1.870
O -4.308 3.143 3.081
O -0.211 3.662 2.318
O 3.234 -4.085 -3.481
O 0.602 -0.308 0.889
N -2.249 2.675 3.974
N 2.394 0.952 0.339
C 2.109 -1.213 -0.712
C -3.260 2.540 3.027
C 2.863 -3.159 -2.546
C 0.317 4.076 1.073
C -3.198 -2.034 -1.307
C 3.514 -5.372 -2.932
C -2.473 -0.482 0.348
C 0.463 -3.690 -3.077
C 1.506 -2.922 -2.315
C 1.917 2.107 1.086
C -1.671 4.010 4.156
C -2.106 0.006 -1.053
C 1.148 -1.957 -1.386
C -2.778 0.584 1.289
C -1.112 4.594 2.875
C 3.456 -1.442 -0.952
C 3.823 -2.417 -1.865
C 1.631 -0.167 0.247
C -3.646 -1.414 0.018
C -3.021 1.464 2.070
C 0.830 2.862 0.329
H -1.503 2.024 3.758
H -4.026 -2.152 -2.010
H -1.925 4.795 2.165
H 2.771 2.755 1.290
H -2.798 0.790 -1.382
H -2.726 -3.008 -1.162
H 1.214 3.186 -0.643
H -0.005 2.182 0.152
H 1.527 1.755 2.038
H 0.697 -3.711 -4.141
H 0.099 -1.763 -1.199
H 3.100 1.094 -0.363
H -0.465 4.565 0.481
H -0.515 -3.230 -2.938
H -1.083 0.376 -1.117
H -4.555 -0.825 -0.110
H 2.634 -5.777 -2.426
H -1.626 -1.053 0.733
H 0.407 -4.727 -2.739
H 1.118 4.811 1.236
H -3.825 -2.158 0.792
H 4.347 -5.323 -2.228
H -0.610 5.547 3.092
H 3.781 -6.013 -3.768
H 4.227 -0.898 -0.423
H -2.435 4.681 4.551
H -0.885 3.923 4.906
*
```

Here are the Mulliken charges for atoms 1 to 8, given in e: atom 1 (Cl): -0.212, atom 2 (O): -0.474, atom 3 (O): -0.567, atom 4 (O): -0.131, atom 5 (O): -0.581, atom 6 (O): -0.595, atom 7 (N): -0.280, atom 8 (N): -0.075